# C4H10NO3P

A cluster of 2 separate species, C4H10NO3P in total (wB97M-V/def2-TZVPD, OMol25).

```
19
Properties=species:S:1:pos:R:3:nbo_charge:R:1
P 0.04451 -1.07239 0.15545 2.051
O 1.03871 1.12528 -1.39861 -0.546
O -1.05514 -1.58030 -0.67786 -0.981
O 1.32653 1.28269 0.69940 -0.603
N 0.53619 1.33761 -0.28444 0.362
C -1.52908 1.66180 -1.43635 -0.692
C -0.25978 -1.17075 1.86688 -1.089
C -0.75180 1.51049 -0.16522 -0.111
C 1.76970 -1.37388 -0.16931 -1.047
H -2.01837 0.74153 -1.60800 0.233
H -1.34546 -1.29201 2.04740 0.277
H -2.27159 2.39598 -1.44206 0.220
H 0.11074 -0.33849 2.41332 0.294
H 1.88056 -2.50506 0.18604 0.271
H 2.37542 -0.66298 0.30379 0.310
H 0.16912 -2.11131 2.19223 0.261
H 1.81205 -1.52227 -1.32733 0.299
H -0.65131 1.75938 -2.15876 0.270
H -1.18102 1.81470 0.80342 0.222
```

Summary:
**Total charge**: 0
**E_LUMO**: -1.0 eV
**2S+1**: 1
**HOMO**: -8.4 eV

---

# C4H10NO5S

A cluster of 2 separate species, C4H10NO5S in total (wB97M-V/def2-TZVPD, OMol25).

```
21
Properties=species:S:1:pos:R:3:nbo_charge:R:1
S -1.08298 0.77184 3.75540 2.071
O -0.30961 -0.21633 4.51883 -1.013
O 0.58937 -0.29821 0.02542 -0.420
O -0.66551 2.16982 3.90654 -0.995
O -2.49342 0.52794 3.76869 -1.000
O 0.15323 -0.44923 -2.16423 -0.404
N -0.43325 -0.62965 -0.95152 0.189
C 2.16783 1.02463 -2.29315 -0.641
C -0.31308 -2.08522 1.53253 -0.644
C 0.63858 0.92271 -2.36289 -0.100
C 0.21922 -0.69030 1.34782 -0.090
H 2.61098 0.35878 -3.07153 0.203
H -0.57639 0.03500 1.70948 0.167
H -1.24874 -2.10588 1.15460 0.212
H 0.29181 1.29424 -3.37544 0.177
H 1.16728 -0.33058 1.80553 0.204
H 2.61888 2.11838 -2.40740 0.206
H 0.32540 -2.70074 0.92347 0.195
H -0.35361 -2.36148 2.60236 0.246
H 2.55136 0.69935 -1.30234 0.233
H 0.20133 1.57194 -1.57228 0.203
```

Summary:
**Total charge**: -1
**E_LUMO (alpha / beta)**: 2.9 / 3.2 eV
**2S+1**: 1
**HOMO (alpha / beta)**: -3.1 / -5.3 eV

---

# C4H10NOP

An isolated molecule of C4H10NOP (wB97M-V/def2-TZVPD, OMol25).

```
17
Properties=species:S:1:pos:R:3:nbo_charge:R:1
P -0.01401 -0.91588 1.67351 1.325
O 0.01504 -1.75388 0.44493 -1.145
N -0.45590 0.67565 0.99130 -0.768
C -1.34205 0.65963 0.02000 0.262
C 1.75851 -0.29694 1.91921 -1.008
C 0.03818 0.25016 -2.07148 -0.559
C -1.21535 -0.18886 -1.17434 -0.523
H -0.60171 1.53771 1.59784 0.412
H -2.24944 1.28831 0.24127 0.183
H 2.18916 0.03556 0.95578 0.219
H -2.06876 -0.15422 -1.72649 0.206
H 2.27319 -1.20704 2.07620 0.224
H 0.93404 0.13955 -1.53930 0.220
H -0.15306 1.19395 -2.47054 0.195
H 1.90121 0.36765 2.76466 0.216
H -0.05389 -0.45774 -2.85736 0.214
H -0.95516 -1.17360 -0.84521 0.328
```

Summary:
**Total charge**: 0
**E_LUMO (alpha / beta)**: -0.3 / -0.3 eV
**2S+1**: 1
**HOMO (alpha / beta)**: -7.6 / -7.6 eV

---

# C4H10NOS

The ion C4H10NOS with charge -1 (wB97M-V/def2-TZVPD, OMol25).

```
17
Properties=species:S:1:pos:R:3:nbo_charge:R:1
S -3.09082 -0.89412 0.37045 -0.127
O 2.98495 -0.30007 0.71935 -0.944
N 0.86430 1.42946 0.58482 -0.913
C 0.61200 -0.05712 0.33106 -0.118
C -0.50429 -0.19287 -0.69279 -0.420
C 1.97131 -0.66398 -0.14111 0.008
C -1.96371 0.40482 -0.38313 -0.481
H 0.13724 1.80824 1.21952 0.328
H 2.20790 -0.22856 -1.12844 0.100
H 1.61602 -1.84191 -0.41887 0.032
H -0.61207 -1.19875 -1.10919 0.200
H -2.04097 -1.26385 1.11561 0.131
H 0.50823 -0.60835 1.17255 0.161
H 1.84196 1.29106 0.99770 0.420
H -2.43560 0.64117 -1.39734 0.205
H -0.22240 0.37665 -1.55446 0.207
H -1.87405 1.29817 0.31426 0.212
```

Summary:
**Total charge**: -1
**E_LUMO**: 3.1 eV
**2S+1**: 1
**HOMO**: -2.9 eV

---

# C4H10NOS

The ion C4H10NOS with charge -1 (wB97M-V/def2-TZVPD, OMol25).

```
17
Properties=species:S:1:pos:R:3:nbo_charge:R:1
S 0.19118 -2.38722 -1.90275 -0.167
O -0.48462 -0.71291 1.63518 -0.897
N 0.66521 1.18997 0.96821 -0.683
C -0.69825 -1.13196 -0.88308 -0.665
C -0.43505 1.23246 -0.02293 -0.233
C -0.20982 0.21260 -1.28189 -0.419
C 0.41823 0.25190 1.99084 0.126
H -0.69549 0.71913 -2.15768 0.168
H -0.66653 2.32736 -0.25870 0.155
H 1.56357 1.03955 0.38772 0.334
H -1.76492 -1.30665 -0.87248 0.208
H -1.33492 0.86399 0.48699 0.221
H 1.48401 -0.19658 2.13661 0.073
H 1.45601 -1.91663 -2.04088 0.103
H 0.83178 0.32427 -1.52957 0.177
H 0.13742 0.69362 2.93445 0.110
H -0.45778 -1.20290 0.40996 0.387
```

Summary:
**Total charge**: -1
**E_LUMO**: 3.5 eV
**2S+1**: 1
**HOMO**: -2.7 eV

---

# C4H10NOS

The ion C4H10NOS with charge +1 (wB97M-V/def2-TZVPD, OMol25).

```
17
Properties=species:S:1:pos:R:3:nbo_charge:R:1
S -0.47348 1.88374 1.90044 -0.034
O 1.46112 0.28417 -1.79295 -0.471
N 0.62572 -1.95624 -0.57978 -0.671
C 1.53312 0.28803 -0.60534 0.399
C 0.53746 -0.61365 0.15362 -0.144
C -0.98139 1.48715 0.21845 -0.535
C -0.89354 -0.04370 -0.00559 -0.443
H 0.01983 -1.91785 -1.38737 0.449
H -1.46206 2.72495 2.20009 0.169
H 0.22094 -2.77997 -0.12092 0.448
H -2.00058 1.76159 -0.01176 0.262
H -1.44527 -0.64490 -0.72991 0.229
H 1.60335 -2.14331 -0.79185 0.453
H -1.42998 -0.35544 0.90561 0.248
H 0.77249 -0.85593 1.18429 0.247
H -0.31576 1.95832 -0.50094 0.219
H 2.22804 0.92304 -0.03610 0.176
```

Summary:
**Total charge**: +1
**E_LUMO**: -4.0 eV
**2S+1**: 1
**HOMO**: -12.9 eV

---

# C4H10NOS

The ion C4H10NOS with charge +1 (wB97M-V/def2-TZVPD, OMol25).

```
17
Properties=species:S:1:pos:R:3:nbo_charge:R:1
S -1.55717 -1.35412 -0.29949 0.247
O 1.92928 -2.20120 -0.11155 -0.462
N 0.88928 0.22013 -0.65927 -0.577
C -2.54173 0.29902 -0.03861 -0.620
C 0.97484 -2.01696 0.58563 0.408
C 1.27168 1.53821 -0.09452 -0.455
C 0.02839 -0.84914 0.44345 -0.261
H 0.49319 1.91922 0.47362 0.215
H 2.24479 1.57191 0.59247 0.257
H -2.14878 0.78884 0.77014 0.214
H 0.73023 -2.58448 1.38330 0.159
H 0.40238 0.32917 -1.51641 0.426
H 1.55899 2.32112 -0.94076 0.257
H -3.53978 -0.11038 -0.07353 0.258
H -0.13853 -0.21673 1.36315 0.261
H -2.28225 0.75870 -0.95269 0.216
H 1.68521 -0.41331 -0.92493 0.457
```

Summary:
**Total charge**: +1
**E_LUMO**: -3.9 eV
**2S+1**: 1
**HOMO**: -13.9 eV

---

# C4H10NOS

A structure of composition C4H10NOS (wB97M-V/def2-TZVPD, OMol25).

```
17
Properties=species:S:1:pos:R:3:nbo_charge:R:1
S 2.85094 0.73144 -0.08588 -0.250
O 1.28630 -1.93352 0.03781 -0.674
N 0.12339 -0.20268 1.02213 -0.567
C -0.83914 0.80963 0.50641 -0.231
C 0.21969 -0.17679 -1.39842 -0.512
C 0.91636 -0.66287 -0.14551 0.552
C -1.14432 0.31539 -0.90138 -0.418
H 1.71559 -2.31025 -0.74288 0.529
H -1.71725 0.87538 1.14661 0.251
H -0.33374 1.77545 0.47208 0.245
H -1.86776 -0.49955 -0.88300 0.227
H 0.77672 0.64459 -1.84815 0.265
H 3.51617 0.01456 0.82097 0.139
H -0.36911 -1.02923 1.39335 0.447
H 0.13373 -0.96785 -2.14306 0.259
H 0.72818 0.16817 1.76362 0.473
H -1.54193 1.10845 -1.52898 0.264
```

Summary:
**Total charge**: +1
**E_LUMO**: -4.4 eV
**2S+1**: 1
**HOMO**: -13.3 eV

---

# C4H10NOS

The ion C4H10NOS with charge +1 (wB97M-V/def2-TZVPD, OMol25).

```
17
Properties=species:S:1:pos:R:3:nbo_charge:R:1
S 0.33895 -0.59733 -2.62550 -0.016
O 1.02148 0.15618 2.88325 -0.479
N 1.44913 0.43323 0.32315 -0.682
C 0.03566 0.48485 0.76981 -0.162
C -0.93593 0.06433 -1.55676 -0.552
C 0.00972 0.06865 2.24813 0.437
C -0.87552 -0.37176 -0.07148 -0.448
H -1.94538 -0.03695 -1.92202 0.252
H -0.82458 1.15443 -1.62103 0.224
H -0.94436 -0.32833 2.61932 0.169
H -1.89192 -0.45660 0.29928 0.261
H -0.27232 1.52087 0.67286 0.248
H 1.70892 -0.48557 -0.04943 0.455
H 2.03816 0.63225 1.14791 0.468
H 1.65358 1.07803 -0.44480 0.453
H -0.57603 -1.41987 -0.10613 0.229
H 0.01042 -1.89641 -2.56657 0.144
```

Summary:
**Total charge**: +1
**E_LUMO**: -3.8 eV
**2S+1**: 1
**HOMO**: -13.4 eV

---

# C4H10NOS2

The ion C4H10NOS2 with charge -1 (wB97M-V/def2-TZVPD, OMol25).

```
18
Properties=species:S:1:pos:R:3:nbo_charge:R:1
S -0.22264 -0.56586 -1.21363 0.294
S -2.09715 -1.39600 -2.11712 -0.528
O 1.46048 0.29951 -0.87616 -0.839
N 0.71939 0.31159 2.34028 -0.628
C 1.57639 1.17788 0.23681 -0.107
C -0.64521 -0.16404 0.49620 -0.556
C 1.40612 1.36030 3.06809 -0.420
C 0.34769 0.85455 1.11460 -0.088
H -0.36571 1.63332 1.30794 0.173
H 1.29032 2.29334 2.61161 0.191
H 2.47737 0.74282 0.68257 0.171
H 0.93902 1.34908 4.07374 0.176
H -1.56622 0.35388 0.77265 0.196
H 1.52442 2.26306 -0.18160 0.146
H 1.35958 -0.53145 2.13050 0.351
H 2.44830 1.20845 3.27334 0.180
H -3.01463 -0.78639 -1.40439 0.091
H -0.80523 -1.08568 1.15887 0.198
```

Summary:
**Total charge**: -1
**E_LUMO**: 3.6 eV
**2S+1**: 1
**HOMO**: -2.5 eV

---

# C4H10NP3

An isolated molecule of C4H10NP3 (wB97M-V/def2-TZVPD, OMol25).

```
18
Properties=species:S:1:pos:R:3:nbo_charge:R:1
P -1.80081 0.65533 1.71110 0.343
P 0.69843 -1.09690 0.80551 0.337
P 3.01668 -0.09203 -1.27063 0.287
N 3.46232 -0.69383 1.26510 -0.676
C -2.75113 0.04642 -1.46665 -0.651
C -1.48497 -0.45167 -0.89546 -0.177
C -1.05961 -0.21776 0.31313 -0.530
C 2.59662 -0.61290 0.41554 -0.116
H 0.85690 -0.57920 2.23523 -0.014
H -2.95313 1.00819 1.08730 -0.047
H -3.14997 0.78593 -0.67976 0.217
H 2.66245 1.13694 -0.81693 -0.009
H -1.21604 1.94713 1.51017 -0.012
H 4.35154 0.28332 -0.89089 0.001
H -3.43864 -0.80980 -1.68659 0.229
H -2.43722 0.48688 -2.39072 0.227
H 3.46757 -0.68294 2.30464 0.389
H -0.82101 -1.11311 -1.55009 0.204
```

Summary:
**Total charge**: 0
**E_LUMO**: 0.6 eV
**2S+1**: 1
**HOMO**: -8.1 eV

---

# C4H10NS

An isolated molecule of C4H10NS (wB97M-V/def2-TZVPD, OMol25).

```
16
Properties=species:S:1:pos:R:3:lowdin_spin:R:1
S -0.00215 -2.99906 -1.02115 0.825
N 0.46843 0.92604 -0.28931 0.003
C -0.02592 -1.25587 -1.27773 0.116
C -1.49569 -0.32312 0.55242 0.002
C -0.07038 -0.39637 0.01271 0.007
C 1.48644 1.41108 0.62804 0.000
H 0.68313 -0.75734 -1.94958 0.008
H 0.53992 -0.86068 0.78140 0.002
H -0.98324 -1.07551 -1.80408 0.036
H -0.27629 1.61001 -0.30946 0.000
H -1.95305 -1.31984 0.56373 0.001
H -1.55052 0.06101 1.57500 0.000
H 1.90449 2.34618 0.25379 0.000
H 2.31207 0.71734 0.71815 0.000
H -2.13405 0.31210 -0.07778 0.001
H 1.09681 1.60404 1.64386 0.000
```

Summary:
**Total charge**: 0
**⟨S²⟩**: 0.753
**E_LUMO (alpha / beta)**: 1.1 / -1.8 eV
**2S+1**: 2
**HOMO (alpha / beta)**: -8.9 / -8.7 eV

---

Energy relative to the best compared isomer or geometry (same formula, charge and spin) in kJ/mol, matching the order above: 569.6 99.4 197.1 319.5 379.1 207.5 279.4 184.2 118.9 189.1 84.8 7.4